62
Properties=species:S:1:pos:R:3:forces:R:3 method="wB97M-V/def2-TZVPD" gap_ev="5.61 / 5.77" energy_ha=-4463.0420
Ir -0.141 -0.406 -0.178 0.785 1.541 -2.585
C -3.306 1.650 -3.257 0.273 0.015 0.158
Si -2.563 1.561 -1.527 -0.755 0.094 0.335
C -2.688 3.220 -0.622 0.098 -0.218 -0.230
C -3.541 0.281 -0.560 0.149 0.121 -0.087
N -0.886 1.041 -1.538 1.233 -1.244 1.672
C 0.089 1.517 -2.329 0.635 0.148 -0.668
C -0.051 2.665 -3.149 -0.159 -0.054 0.020
C 0.959 3.090 -3.968 0.013 -0.024 0.032
C 2.173 2.382 -4.010 0.022 -0.008 -0.002
C 2.355 1.280 -3.218 0.038 -0.138 -0.010
C 1.339 0.820 -2.347 -0.111 0.715 -0.719
N 1.482 -0.232 -1.519 -2.542 0.188 1.890
Si 2.682 -1.490 -1.403 0.473 -1.090 0.415
C 4.398 -1.164 -2.122 -0.309 0.289 -0.035
C 2.039 -3.053 -2.233 0.035 0.312 0.087
C 2.925 -1.773 0.457 -0.021 -0.003 -0.301
H -4.357 1.936 -3.188 -0.015 -0.004 0.063
H -3.258 0.666 -3.729 0.018 -0.011 0.008
H -2.806 2.363 -3.912 -0.045 -0.026 -0.006
H -3.726 3.457 -0.379 -0.024 -0.034 -0.031
H -2.287 4.048 -1.211 0.017 -0.013 0.013
H -2.126 3.172 0.313 -0.007 -0.004 0.012
H -4.535 0.659 -0.305 0.017 0.064 -0.059
H -3.030 0.028 0.368 -0.052 0.036 -0.004
H -3.666 -0.638 -1.135 0.040 -0.036 -0.034
H -0.979 3.220 -3.092 0.054 0.043 -0.058
H 0.828 3.977 -4.574 -0.006 0.001 0.009
H 2.975 2.716 -4.657 -0.006 0.008 0.007
H 3.299 0.754 -3.233 -0.025 0.061 -0.032
H 4.374 -1.098 -3.212 0.045 -0.031 0.021
H 5.057 -1.995 -1.860 -0.071 -0.060 0.068
H 4.846 -0.248 -1.732 0.014 -0.005 -0.013
H 1.944 -2.915 -3.312 0.024 0.024 0.002
H 1.060 -3.342 -1.849 0.054 0.016 -0.001
H 2.732 -3.880 -2.056 0.036 0.013 -0.012
H 3.629 -1.050 0.875 0.002 0.009 -0.085
H 3.314 -2.777 0.648 0.017 -0.007 -0.040
H 1.974 -1.676 0.989 0.038 -0.062 -0.037
Se -0.994 -2.698 0.028 0.160 0.101 1.350
C -1.718 -2.802 -1.631 -0.150 -0.065 -0.844
N -2.190 -2.922 -2.679 -0.006 0.056 0.093
C 2.025 0.121 3.201 0.259 0.119 0.082
N 0.778 -0.492 3.625 -0.279 0.143 -0.107
C 0.919 -1.600 4.553 0.167 -0.191 0.065
C -0.417 -0.112 3.155 0.128 -0.475 0.544
S -0.593 0.933 1.812 -0.018 -0.552 -0.858
N -1.504 -0.583 3.830 -0.079 0.290 -0.224
C -1.624 -0.333 5.262 0.040 -0.091 0.151
C -2.790 -0.636 3.144 -0.080 0.002 -0.053
H 2.502 0.612 4.053 -0.044 -0.030 0.028
H 1.835 0.855 2.427 -0.010 -0.008 -0.021
H 2.701 -0.640 2.812 -0.115 0.036 0.084
H 1.767 -2.209 4.238 0.004 0.036 -0.042
H 0.021 -2.212 4.540 0.030 0.009 -0.004
H 1.110 -1.260 5.574 0.014 -0.006 -0.036
H -0.654 -0.140 5.712 -0.100 0.021 -0.023
H -2.080 -1.191 5.757 0.026 0.002 0.021
H -2.256 0.543 5.430 -0.011 -0.019 -0.038
H -2.657 -1.025 2.137 0.013 -0.017 0.031
H -3.274 0.344 3.089 0.043 0.003 0.018
H -3.434 -1.321 3.695 0.027 0.008 0.020

27
Properties=species:S:1:pos:R:3:forces:R:3 method="wB97M-V/def2-TZVPD" gap_ev=8.17 energy_ha=-811.6069
N -4.633 -0.706 -2.667 0.775 -0.277 0.780
O -1.394 -1.318 -3.983 -0.224 0.532 0.563
C -3.560 -0.689 -2.235 -0.806 0.642 -1.609
N 2.735 -1.818 0.851 -0.147 -1.377 -0.636
N 2.446 -1.783 -0.340 0.061 -0.025 -0.032
N 0.334 1.545 3.600 0.850 -0.675 0.954
C -1.126 -0.883 -2.867 -0.042 -1.880 -3.300
C -1.792 0.076 -0.800 1.447 0.649 2.420
C -2.183 -0.481 -1.931 0.879 -0.654 -0.382
C -0.381 0.041 -0.366 0.332 0.172 -2.127
C 0.615 -0.413 -1.267 -1.660 0.464 0.071
C -0.216 0.345 3.407 -1.356 -0.499 -1.197
C 0.770 2.199 2.542 -0.454 0.321 -0.166
C -0.494 -0.211 2.133 0.460 0.952 -0.182
C 0.480 1.790 1.271 -0.623 -1.111 -0.401
C -0.121 0.582 0.988 -0.312 -2.312 2.029
N 0.241 -0.841 -2.552 -0.122 1.545 2.412
C 2.078 -0.476 -0.938 0.332 0.267 -0.652
H 2.599 -0.934 1.300 0.011 1.503 0.665
H -2.514 0.551 -0.116 0.379 -0.480 -0.259
H -0.635 -0.222 4.246 0.507 0.521 0.102
H 1.310 3.142 2.592 -0.222 -0.008 0.801
H -1.058 -1.175 2.079 0.812 0.928 -0.179
H 0.526 2.468 0.493 0.901 1.295 -1.640
H 0.952 -0.775 -3.313 -1.234 -0.551 0.790
H 2.259 0.378 -0.294 0.453 0.033 0.483
H 2.761 -0.390 -1.833 -0.996 0.025 0.691

260
Properties=species:S:1:pos:R:3:forces:R:3 method="wB97M-V/def2-TZVPD" gap_ev=10.82 total_charge=+4 energy_ha=-4974.2749
C -7.039 8.355 6.320 -0.326 0.130 1.003
C -8.251 7.722 7.023 -1.488 0.104 -1.329
C -8.480 6.235 6.722 -0.490 0.474 1.537
N -9.786 5.642 7.402 -0.160 -1.806 -0.053
C -9.746 4.102 7.060 -1.005 -0.194 0.823
C -11.119 3.363 7.419 0.518 1.267 -1.371
C -12.308 4.145 6.814 -0.242 -1.868 1.494
C -12.373 5.552 7.234 1.302 2.358 -0.292
C -11.059 6.261 6.782 0.130 -0.394 0.111
C -9.834 5.791 8.922 0.558 0.531 -0.844
H -6.988 9.364 6.729 0.289 0.035 -0.054
H -7.184 8.495 5.248 0.176 -0.494 0.031
H -6.121 7.836 6.596 0.110 0.071 -0.392
H -9.114 8.164 6.525 -0.165 0.534 0.122
H -8.368 8.034 8.061 0.539 -0.441 0.107
H -7.630 5.664 7.094 -0.243 -0.434 -0.090
H -8.628 6.109 5.650 0.084 -0.229 0.117
H -9.414 4.058 6.023 -0.664 -0.186 -0.161
H -8.928 3.641 7.615 -0.028 0.316 0.268
H -11.194 2.347 7.034 0.774 0.102 -0.277
H -11.295 3.214 8.484 0.518 0.487 0.206
H -12.371 4.038 5.731 -0.006 -0.012 0.044
H -13.147 3.658 7.311 -0.551 -0.246 -0.672
H -13.232 6.050 6.786 0.200 0.203 -0.443
H -12.518 5.797 8.286 0.090 -0.718 0.320
H -10.922 6.114 5.710 -0.067 0.158 -0.080
H -11.055 7.328 7.005 0.073 -0.120 0.053
H -10.707 5.360 9.412 -0.174 0.200 -0.665
H -9.781 6.875 9.027 0.003 -0.248 0.798
H -9.019 5.244 9.398 0.307 0.399 -0.311
C -13.412 5.267 11.509 -0.581 1.084 -0.387
C -14.774 5.437 10.839 -0.310 -0.719 -1.122
C -15.895 5.749 11.773 -1.425 0.700 0.910
N -17.358 5.844 11.233 -1.789 0.187 0.175
C -17.693 7.071 10.269 1.084 -0.463 0.743
C -19.132 7.094 9.779 -0.117 -1.152 0.126
C -19.382 5.753 9.001 0.782 2.092 -0.457
C -19.105 4.561 9.868 -0.009 0.027 0.199
C -17.727 4.517 10.548 -0.024 0.866 -0.600
C -18.343 5.953 12.468 0.511 -0.046 -0.489
H -13.326 4.462 12.238 -0.027 -0.077 -0.326
H -13.186 6.217 11.993 0.319 -0.072 0.280
H -12.735 5.203 10.657 0.503 -0.470 0.444
H -14.985 4.545 10.248 -0.095 -0.193 0.132
H -14.673 6.219 10.086 -0.009 0.272 0.025
H -15.674 6.705 12.249 -0.292 0.224 0.023
H -15.997 5.029 12.584 0.163 -0.278 -0.138
H -16.962 7.025 9.462 -0.146 -0.375 -0.216
H -17.434 7.993 10.788 -0.072 -0.199 0.498
H -19.305 8.023 9.236 0.235 -0.229 -0.468
H -19.798 7.206 10.634 -0.101 -0.242 0.071
H -18.685 5.773 8.163 0.338 -0.041 -0.142
H -20.338 5.683 8.482 -0.262 0.087 0.564
H -19.114 3.747 9.142 -0.341 -0.619 0.668
H -19.918 4.547 10.594 0.063 -0.799 0.013
H -16.996 4.343 9.758 0.171 0.170 0.061
H -17.611 3.729 11.292 -0.201 0.072 0.095
H -18.116 5.150 13.170 0.525 0.335 0.182
H -19.397 5.774 12.257 0.306 -0.100 -0.901
H -18.335 6.975 12.846 0.621 -0.194 0.242
C -13.096 -3.643 16.088 0.196 -0.479 0.122
C -11.840 -4.557 16.042 0.208 0.501 -1.132
C -10.877 -4.021 14.873 0.065 -1.650 2.103
N -9.489 -4.757 14.787 -0.856 0.510 0.631
C -9.757 -6.250 14.585 1.163 -0.629 0.193
C -8.484 -7.049 14.147 -1.221 0.631 -1.010
C -8.037 -6.517 12.751 0.757 1.237 1.234
C -7.751 -4.969 12.907 0.515 -1.128 -0.825
C -8.893 -4.145 13.515 0.933 -0.759 0.275
C -8.673 -4.473 16.085 0.592 -1.344 -0.722
H -13.641 -3.687 15.145 0.303 0.241 -0.231
H -12.843 -2.618 16.357 0.082 0.080 -0.209
H -13.840 -3.962 16.817 0.305 -0.260 0.263
H -12.147 -5.581 15.829 -0.103 0.072 -0.404
H -11.357 -4.658 17.014 0.187 0.565 -0.007
H -10.571 -2.994 15.067 -0.415 0.147 -0.269
H -11.344 -4.225 13.909 -0.029 0.456 0.259
H -10.528 -6.385 13.826 -0.118 0.449 0.039
H -10.123 -6.638 15.536 -0.056 0.147 -0.045
H -8.768 -8.095 14.027 -0.148 -0.010 0.305
H -7.754 -6.995 14.954 0.397 0.042 -0.416
H -8.727 -6.697 11.927 -0.684 0.063 0.465
H -7.142 -7.008 12.370 0.268 0.060 0.444
H -7.460 -4.638 11.910 -0.796 0.541 -0.282
H -6.778 -4.795 13.365 -0.201 -0.241 0.935
H -9.729 -4.065 12.821 0.124 0.047 -0.013
H -8.526 -3.165 13.820 -0.185 0.103 -0.187
H -7.782 -5.101 16.102 0.108 -0.025 -0.640
H -9.153 -4.836 16.994 -0.768 0.402 -0.384
H -8.286 -3.461 16.203 -0.700 0.162 -0.444
C -2.509 2.870 8.630 -0.004 -0.289 1.185
C -3.873 2.141 8.809 -0.330 0.076 0.133
C -4.568 2.419 10.193 -0.043 0.056 0.306
N -5.903 1.755 10.520 -1.454 -2.755 -0.873
C -6.210 1.779 12.092 -1.171 1.196 -1.986
C -7.438 0.974 12.505 0.346 -1.131 -0.775
C -7.177 -0.503 12.151 0.556 0.315 -0.428
C -6.972 -0.695 10.602 -0.148 2.611 1.005
C -5.799 0.248 10.069 -0.081 -0.495 1.558
C -7.043 2.391 9.711 1.235 0.253 1.232
H -1.807 2.341 7.984 -0.512 -0.023 -0.408
H -2.004 2.789 9.593 0.111 0.197 0.224
H -2.500 3.930 8.379 -0.455 -0.136 -0.132
H -3.652 1.080 8.690 -0.113 -0.042 0.279
H -4.583 2.368 8.014 0.059 0.202 -0.135
H -4.809 3.473 10.331 0.419 0.161 -0.098
H -3.959 2.094 11.036 0.441 0.164 -0.230
H -5.344 1.415 12.644 0.158 0.350 -0.322
H -6.471 2.833 12.195 0.581 0.120 0.681
H -7.565 1.125 13.577 0.176 -0.050 0.076
H -8.400 1.246 12.070 0.266 0.653 -0.276
H -6.252 -0.760 12.668 0.024 -0.500 0.144
H -7.997 -1.103 12.547 0.064 -0.276 -0.206
H -6.953 -1.743 10.303 0.553 0.284 -0.194
H -7.854 -0.236 10.155 -0.303 -0.489 -0.317
H -4.843 0.018 10.540 0.053 -0.645 -0.176
H -5.696 0.175 8.987 -0.166 0.292 0.147
H -6.979 3.442 9.992 -0.290 0.133 -0.288
H -8.014 2.012 10.029 0.226 -0.142 -0.295
H -6.793 2.227 8.663 -0.382 -0.011 0.097
C -17.113 -6.393 3.825 0.332 1.296 -1.139
C -15.794 -6.104 4.558 0.016 -0.606 1.032
C -15.429 -4.604 4.807 1.185 -1.391 1.208
N -14.432 -4.401 6.048 0.625 1.996 -1.192
C -14.146 -2.855 6.073 -0.083 0.081 1.370
C -13.097 -2.565 7.134 1.335 -0.395 0.385
C -11.788 -3.328 6.960 1.050 -0.988 -1.422
C -11.997 -4.837 6.838 -1.860 -0.472 0.636
C -13.083 -5.150 5.809 -1.068 -0.272 0.279
C -15.066 -4.756 7.385 0.013 -1.343 -1.196
H -17.585 -7.372 3.909 0.375 0.068 0.595
H -16.926 -6.276 2.758 -0.023 -0.055 -0.159
H -17.825 -5.592 4.024 -0.304 -0.249 0.327
H -14.948 -6.579 4.060 -0.039 0.271 -0.511
H -15.781 -6.699 5.472 -0.301 0.381 0.573
H -16.191 -3.874 5.080 -0.407 -0.399 -0.578
H -14.838 -4.347 3.928 -0.154 0.789 0.246
H -13.978 -2.371 5.111 0.398 -0.895 -0.292
H -15.016 -2.334 6.474 -0.636 -0.491 -0.285
H -12.771 -1.527 7.203 -0.533 0.269 -0.438
H -13.528 -2.806 8.106 0.048 0.019 0.129
H -11.319 -3.075 6.010 -0.138 0.642 -0.198
H -10.995 -3.067 7.662 -0.413 0.004 0.383
H -11.202 -5.522 6.542 0.584 0.642 0.135
H -12.372 -5.214 7.790 0.183 -0.207 0.291
H -12.702 -4.988 4.801 -0.463 0.633 -0.132
H -13.417 -6.188 5.813 0.364 -0.159 0.259
H -16.054 -4.301 7.447 0.298 0.387 0.019
H -14.433 -4.618 8.262 0.020 0.517 -0.328
H -15.232 -5.833 7.339 -0.045 -0.066 -0.009
C -17.389 -2.210 11.478 0.899 -0.374 0.925
C -17.188 -3.724 11.378 -0.057 0.400 -0.154
C -18.425 -4.414 10.887 0.096 -0.836 0.996
N -18.299 -5.898 10.587 0.386 -1.034 -0.566
C -19.732 -6.433 10.245 0.876 0.333 -0.745
C -19.726 -7.817 9.577 0.832 0.251 0.209
C -18.668 -7.953 8.463 -0.203 -0.020 0.393
C -17.261 -7.600 8.947 -0.838 0.981 -0.233
C -17.287 -6.145 9.506 0.452 -0.651 -1.828
C -17.789 -6.738 11.733 -0.514 0.619 0.111
H -17.906 -1.808 10.606 0.061 0.365 0.293
H -16.353 -1.888 11.579 0.010 0.620 -0.610
H -17.744 -1.901 12.461 -0.964 0.042 -0.348
H -16.907 -4.044 12.381 0.515 -0.425 -0.364
H -16.412 -3.795 10.616 0.402 -0.695 0.397
H -18.725 -3.893 9.977 -0.650 -0.398 0.058
H -19.144 -4.461 11.705 -0.530 0.748 -0.359
H -20.173 -5.684 9.587 0.081 0.016 -0.063
H -20.283 -6.410 11.185 0.108 -0.078 -0.015
H -20.719 -7.970 9.156 -0.010 -0.196 0.260
H -19.501 -8.559 10.343 -0.428 -0.233 -0.056
H -18.973 -7.291 7.652 0.187 0.039 -0.240
H -18.640 -8.972 8.077 -0.321 0.024 -0.011
H -16.612 -7.583 8.072 0.188 0.046 0.049
H -16.859 -8.373 9.602 -0.017 0.286 0.280
H -17.460 -5.481 8.659 -1.057 -0.027 -0.117
H -16.264 -5.815 9.689 -0.098 -0.147 1.496
H -18.426 -6.568 12.601 0.316 0.304 0.135
H -16.746 -6.448 11.852 -0.142 -0.353 0.480
H -17.934 -7.788 11.475 0.411 0.230 -0.072
C -14.487 7.892 18.564 2.122 -0.021 -0.250
C -14.147 7.040 17.325 1.402 0.160 0.265
C -12.843 6.188 17.523 -1.114 -0.966 -0.919
N -12.302 5.517 16.179 1.020 0.645 -1.105
C -11.119 4.532 16.488 -0.972 0.147 0.140
C -11.618 3.202 17.032 0.102 -0.403 0.772
C -12.849 2.596 16.352 -0.115 0.152 0.360
C -13.947 3.557 16.009 -0.330 1.294 -0.741
C -13.387 4.839 15.303 -0.337 -0.820 1.293
C -11.675 6.604 15.271 -0.130 -0.706 0.650
H -15.292 8.594 18.348 -0.428 -0.668 0.641
H -13.626 8.542 18.722 0.206 0.455 -0.334
H -14.369 7.339 19.496 -1.453 -0.176 0.085
H -13.889 7.793 16.580 -0.508 -0.238 -0.563
H -14.977 6.391 17.045 0.085 0.122 -0.213
H -13.098 5.355 18.178 0.214 -0.101 -0.015
H -12.004 6.726 17.964 -0.047 0.140 -0.296
H -10.542 5.109 17.211 0.179 -0.333 0.039
H -10.488 4.314 15.627 -0.465 0.712 -0.497
H -11.667 3.315 18.116 -0.698 -0.223 0.082
H -10.890 2.402 16.899 0.658 0.482 0.018
H -13.329 1.854 16.990 0.438 -0.257 0.095
H -12.517 2.084 15.449 0.055 -0.014 -0.119
H -14.582 3.777 16.867 0.210 0.347 0.170
H -14.641 3.052 15.337 -0.071 0.246 -0.272
H -14.126 5.603 15.057 -0.141 -0.083 0.409
H -12.982 4.533 14.339 0.768 0.142 0.281
H -10.870 7.154 15.758 -0.307 -0.046 0.551
H -12.472 7.284 14.970 0.233 -0.143 -0.212
H -11.166 6.074 14.465 -0.537 0.099 -0.347
C -14.769 -0.514 14.784 -0.057 -0.306 -0.643
C -13.708 -0.734 13.685 0.430 0.668 -0.779
C -13.448 0.541 12.784 0.069 -1.836 -0.484
N -12.502 0.300 11.516 -0.073 1.911 2.008
C -12.430 1.730 10.844 -2.124 -1.565 -2.224
C -13.753 1.946 9.961 1.428 -0.257 0.025
C -14.102 0.755 9.062 -1.456 0.554 -0.126
C -14.383 -0.447 9.885 1.239 -0.568 1.020
C -13.079 -0.812 10.604 0.306 -0.270 0.223
C -11.052 -0.024 11.973 -1.598 -0.566 -0.623
H -14.809 -1.356 15.475 0.265 -0.091 -0.090
H -15.736 -0.509 14.281 -0.080 0.402 0.283
H -14.673 0.386 15.392 0.099 0.102 -0.283
H -14.048 -1.545 13.040 -0.177 -0.005 0.033
H -12.763 -1.120 14.067 0.179 0.254 0.291
H -13.017 1.354 13.369 0.042 0.035 -0.281
H -14.368 0.831 12.277 -0.101 0.293 0.587
H -12.405 2.578 11.528 0.598 -0.738 0.462
H -11.577 1.642 10.171 0.048 0.356 0.210
H -14.570 2.234 10.624 -0.220 -0.285 -0.008
H -13.605 2.800 9.300 0.357 0.251 0.202
H -15.033 0.932 8.522 -0.024 0.659 -0.219
H -13.372 0.498 8.294 0.431 0.330 0.202
H -15.154 -0.357 10.650 -0.188 0.564 -0.126
H -14.727 -1.283 9.275 0.353 -0.230 -0.013
H -13.310 -1.718 11.166 0.681 0.212 0.594
H -12.252 -1.044 9.934 -0.139 0.081 -0.285
H -10.419 -0.031 11.086 -0.141 -0.206 -0.087
H -11.162 -1.013 12.418 0.499 0.001 0.027
H -10.652 0.710 12.673 -0.552 0.146 0.042
B -9.914 4.099 12.151 2.079 1.443 0.253
F -10.041 5.447 11.947 -1.533 1.916 -0.751
F -9.898 3.436 10.961 -1.059 -1.340 -1.710
F -8.642 4.011 12.641 2.506 -1.084 1.212
F -10.766 3.664 13.105 -2.082 -1.139 0.971
B -9.722 -0.089 7.508 -0.668 -0.168 -1.281
F -10.475 -0.655 6.463 -0.346 0.065 -0.144
F -8.883 -0.978 8.031 1.761 -2.534 1.214
F -8.989 0.968 7.086 0.989 2.129 -1.077
F -10.562 0.349 8.501 -1.900 0.685 1.696
B -17.320 2.556 14.059 -0.686 -2.028 0.735
F -17.211 1.270 14.630 0.132 -0.224 -0.442
F -17.031 3.463 14.974 1.012 2.745 2.973
F -16.402 2.743 13.058 1.569 -0.252 -2.373
F -18.586 2.786 13.630 -1.717 0.055 -1.318
B -13.032 -4.622 11.982 -1.588 -0.639 0.115
F -12.610 -5.717 12.723 0.093 -0.883 -0.263
F -13.648 -4.887 10.733 0.037 -0.668 -0.316
F -13.963 -3.936 12.734 -1.446 0.671 0.903
F -12.003 -3.791 11.798 2.750 1.728 -0.782